Computed, not measured: a structure of composition C40H70N2NbO17 at a distorted geometry, with wB97M-V/def2-TZVPD.

Element x y z (Å)
C 0.18 -2.90 5.20
C -0.73 -3.55 4.04
C 0.28 -4.24 3.01
C -0.46 -4.82 1.69
Nb -1.05 -3.28 0.13
C 0.63 -1.79 0.73
N 0.32 -1.06 2.00
C 0.16 -4.16 -1.56
C 1.28 -5.24 -1.22
C 2.57 -4.65 -0.48
N 2.88 -4.81 0.93
O 3.40 -4.05 -1.21
H -0.31 -2.93 6.23
H 1.10 -3.57 5.28
H 0.55 -1.88 4.89
H -1.45 -2.83 3.56
H -1.37 -4.36 4.55
H 0.67 -5.18 3.56
H 1.20 -3.62 2.79
H 0.16 -5.70 1.33
H -1.44 -5.27 2.09
H -1.68 -2.02 -1.05
H -2.17 -2.55 1.36
H -2.46 -4.34 -0.41
H 1.66 -2.28 0.72
H 0.63 -1.01 -0.12
H -0.66 -1.17 2.28
H 0.95 -1.36 2.76
H 0.70 -3.28 -2.08
H -0.54 -4.58 -2.37
H 0.89 -6.20 -0.73
H 1.69 -5.61 -2.23
H 2.27 -5.48 1.40
H 2.95 -3.91 1.41
O -2.09 0.26 0.95
C -1.75 1.40 0.79
O -0.46 1.83 0.91
C -0.42 3.25 0.77
C -1.68 3.62 0.03
C -2.66 2.56 0.50
H -0.38 3.70 1.77
H 0.48 3.54 0.22
H -2.01 4.63 0.22
H -1.52 3.51 -1.05
H -3.16 2.86 1.42
H -3.38 2.31 -0.27
O -2.86 4.43 -2.55
C -2.73 3.86 -3.60
O -1.60 3.90 -4.35
C -1.82 3.20 -5.58
C -2.98 2.26 -5.31
C -3.79 3.04 -4.29
H -2.05 3.93 -6.36
H -0.92 2.66 -5.87
H -3.54 2.00 -6.20
H -2.61 1.34 -4.85
H -4.50 3.72 -4.77
H -4.30 2.38 -3.59
O 3.57 3.71 -7.24
C 3.20 3.47 -6.12
O 2.43 4.30 -5.38
C 2.27 3.76 -4.06
C 2.53 2.28 -4.21
C 3.56 2.24 -5.32
H 2.98 4.25 -3.39
H 1.26 3.96 -3.71
H 2.87 1.81 -3.28
H 1.62 1.77 -4.53
H 4.58 2.34 -4.94
H 3.46 1.34 -5.92
O -2.10 5.72 1.98
C -1.74 6.86 1.83
O -0.45 7.27 1.94
C -0.39 8.70 1.80
C -1.65 9.08 1.06
C -2.64 8.03 1.53
H -0.35 9.14 2.80
H 0.51 8.98 1.26
H -1.97 10.10 1.25
H -1.49 8.97 -0.02
H -3.14 8.33 2.45
H -3.37 7.78 0.76
O 6.18 0.56 -5.58
C 6.32 0.00 -6.63
O 7.46 0.05 -7.37
C 7.25 -0.64 -8.61
C 6.10 -1.59 -8.35
C 5.27 -0.82 -7.33
H 7.02 0.10 -9.38
H 8.16 -1.17 -8.89
H 5.54 -1.85 -9.25
H 6.47 -2.51 -7.90
H 4.56 -0.15 -7.81
H 4.77 -1.49 -6.64
O -4.65 -0.48 -4.29
C -5.33 -0.56 -5.27
O -5.55 0.48 -6.12
C -6.49 0.08 -7.13
C -6.42 -1.43 -7.16
C -6.09 -1.78 -5.72
H -7.49 0.44 -6.84
H -6.22 0.52 -8.09
H -7.33 -1.90 -7.53
H -5.60 -1.75 -7.81
H -6.99 -1.88 -5.11
H -5.48 -2.67 -5.65
O -2.64 -4.17 11.89
C -2.23 -3.72 10.86
O -2.15 -4.43 9.70
C -1.52 -3.63 8.69
C -1.70 -2.20 9.15
C -1.69 -2.33 10.65
H -0.46 -3.91 8.64
H -1.99 -3.81 7.72
H -0.94 -1.52 8.76
H -2.68 -1.83 8.82
H -0.67 -2.28 11.06
H -2.33 -1.59 11.13
O 1.53 -0.61 7.53
C 2.50 -1.32 7.61
O 3.09 -1.92 6.54
C 4.14 -2.77 7.00
C 4.52 -2.23 8.36
C 3.21 -1.70 8.88
H 3.77 -3.80 7.05
H 4.98 -2.73 6.30
H 4.98 -2.98 9.01
H 5.24 -1.41 8.25
H 2.63 -2.47 9.39
H 3.35 -0.83 9.52

Summary:
* E_LUMO: 1.9 eV
* largest force on an atom: 3.17 eV Å⁻¹
* molar mass: 943.903 Da
* frontier orbital gap: 5.3 eV
* charge: -1
* energy above the lowest of the compared OMol25 structures with the same formula, charge and spin: 2.175 eV

=====

Computed, not measured: a cluster of 12 separate species, C40H72O32 in total at a distorted geometry, with wB97M-V/def2-TZVPD.

Element x y z (Å)
C 7.61 3.51 -2.00
C 6.44 2.63 -1.69
C 5.56 3.07 -0.49
O 4.49 3.87 -1.15
C 4.49 3.57 -2.46
O 3.67 3.86 -3.27
O 5.54 2.76 -2.74
H 8.18 3.14 -2.79
H 8.24 3.60 -1.16
H 7.28 4.49 -2.30
H 6.73 1.63 -1.52
H 6.05 3.69 0.25
H 5.13 2.24 0.08
C -5.51 -2.96 -0.16
C -4.96 -3.11 -1.60
C -3.78 -2.23 -1.92
O -2.92 -3.15 -2.73
C -3.38 -4.37 -2.55
O -2.98 -5.39 -3.04
O -4.47 -4.42 -1.75
H -6.50 -3.41 -0.06
H -5.57 -1.87 0.07
H -4.80 -3.41 0.54
H -5.82 -2.87 -2.28
H -3.18 -1.87 -1.05
H -4.06 -1.42 -2.59
C 0.28 5.08 -3.71
C -0.71 3.99 -3.42
C -1.34 3.32 -4.64
O -0.57 2.07 -4.76
C -0.05 1.80 -3.51
O 0.46 0.74 -3.24
O -0.08 2.84 -2.76
H 1.17 4.68 -4.28
H 0.74 5.47 -2.79
H -0.10 5.90 -4.28
H -1.55 4.39 -2.80
H -1.29 3.95 -5.53
H -2.33 2.88 -4.54
C 1.84 6.90 -0.09
C 1.44 5.48 0.32
C 1.29 5.27 1.84
O 0.08 4.63 1.99
C -0.57 4.58 0.83
O -1.60 3.99 0.67
O 0.08 5.29 -0.11
H 1.91 7.07 -1.19
H 2.91 7.07 0.24
H 1.21 7.58 0.39
H 2.03 4.66 -0.12
H 1.29 6.24 2.36
H 2.09 4.61 2.27
C -3.12 -3.60 3.25
C -3.94 -4.49 4.10
C -3.13 -5.34 5.07
O -4.08 -5.62 6.09
C -5.07 -4.70 6.00
O -5.92 -4.45 6.82
O -4.86 -3.83 4.99
H -2.41 -3.08 3.84
H -3.73 -2.80 2.80
H -2.65 -4.16 2.44
H -4.56 -5.17 3.48
H -2.23 -4.72 5.41
H -2.79 -6.17 4.52
C 3.13 0.80 4.10
C 2.48 0.54 5.38
C 0.99 0.32 5.22
O 0.71 -0.62 6.26
C 1.77 -1.26 6.61
O 1.82 -2.24 7.31
O 2.84 -0.65 6.08
H 2.92 0.10 3.28
H 4.25 0.86 4.16
H 2.68 1.71 3.74
H 2.71 1.38 6.07
H 0.69 -0.04 4.26
H 0.43 1.21 5.34
C 0.38 -0.87 -6.29
C -0.13 -1.77 -5.16
C -0.52 -3.16 -5.64
O 0.33 -4.06 -5.05
C 1.17 -3.42 -4.15
O 1.87 -3.89 -3.33
O 0.97 -2.06 -4.24
H -0.42 -0.61 -6.97
H 1.19 -1.40 -6.76
H 0.76 0.09 -5.87
H -0.89 -1.26 -4.56
H -0.35 -3.18 -6.75
H -1.56 -3.40 -5.34
C -6.18 4.05 -0.12
C -4.75 3.70 0.04
C -4.58 2.46 0.92
O -3.54 1.76 0.24
C -3.49 2.16 -1.03
O -2.79 1.68 -1.88
O -4.27 3.19 -1.25
H -6.59 4.38 0.85
H -6.69 3.10 -0.43
H -6.51 4.77 -0.86
H -4.10 4.59 0.33
H -5.53 1.89 0.90
H -4.25 2.67 1.94
O 2.79 -1.46 -0.15
C 3.86 -0.87 -0.91
C 3.47 -0.05 -2.15
O 2.61 0.95 -1.65
H 1.91 -1.13 -0.35
H 4.46 -0.26 -0.25
H 4.57 -1.69 -1.13
H 2.87 -0.68 -2.92
H 4.44 0.39 -2.61
H 1.94 1.10 -2.38
O 1.83 -2.69 3.33
C 1.99 -3.91 4.09
C 0.61 -4.50 4.46
O -0.20 -4.74 3.30
H 1.73 -2.83 2.35
H 2.62 -4.64 3.54
H 2.57 -3.64 4.97
H 0.09 -3.81 5.14
H 0.84 -5.44 5.02
H 0.20 -4.30 2.52
O 1.19 -3.85 0.52
C 0.53 -4.84 -0.28
C -0.52 -4.11 -1.09
O -1.39 -3.38 -0.27
H 1.81 -3.35 0.00
H 1.23 -5.38 -0.99
H 0.10 -5.55 0.37
H -1.14 -4.86 -1.59
H -0.05 -3.51 -1.87
H -0.84 -2.67 0.15
O 0.24 -0.32 -0.50
C -0.22 0.60 0.47
C 0.94 1.02 1.39
O 1.64 2.16 0.90
H 0.17 0.03 -1.38
H -0.68 1.42 -0.06
H -1.03 0.12 1.02
H 1.63 0.15 1.55
H 0.59 1.20 2.46
H 2.03 1.88 0.01

Summary:
* E_LUMO: 0.2 eV
* SMILES string: C[C@H]1COC(=O)O1.C[C@H]1COC(=O)O1.C[C@H]1COC(=O)O1.C[C@H]1COC(=O)O1.C[C@H]1COC(=O)O1.C[C@H]1COC(=O)O1.C[C@H]1COC(=O)O1.C[C@H]1COC(=O)O1.OCCO.OCCO.OCCO.OCCO
* largest force on an atom: 3.45 eV Å⁻¹
* molar mass: 1064.984 Da
* frontier orbital gap: 9.9 eV
* energy above the lowest of the compared OMol25 structures with the same formula, charge and spin: 1.619 eV

=====

Computed, not measured: a structure of composition C40H73AsCrN3O5PSi3Te at a distorted geometry, with wB97M-V/def2-TZVPD.

Element x y z (Å)
Cr 0.57 0.57 -0.29
O -4.62 -2.42 0.86
C -3.45 -1.77 0.63
C -2.46 -1.67 1.59
C -1.29 -1.01 1.26
N -1.12 -0.50 0.06
C -2.07 -0.53 -0.85
C -3.28 -1.17 -0.61
C -1.73 0.27 -2.12
O -2.56 0.28 -3.03
O -0.63 0.87 -2.03
C -0.14 -0.72 2.23
O -0.27 -1.13 3.39
O 0.81 -0.07 1.71
H -4.58 -2.83 1.73
H -2.56 -2.08 2.59
H -4.04 -1.20 -1.38
C 1.36 6.03 -3.00
C 0.44 4.83 -3.22
C -0.08 4.31 -1.87
C 0.99 4.37 -0.76
C 2.39 4.34 -1.40
C 2.62 5.61 -2.23
P 0.76 2.99 0.42
C 1.84 3.29 1.90
C 3.14 2.47 1.90
C 3.98 2.88 3.10
C 4.54 4.30 2.90
C 3.58 5.17 2.08
C 2.12 4.77 2.30
C -0.89 3.33 1.24
C -2.12 3.06 0.36
C -3.32 2.71 1.26
C -3.28 3.50 2.58
C -2.60 4.85 2.37
C -1.12 4.66 1.97
H 0.80 6.79 -2.43
H 1.63 6.50 -3.95
H 0.99 4.03 -3.73
H -0.40 5.08 -3.86
H -0.43 3.28 -2.00
H -0.95 4.91 -1.57
H 0.89 5.32 -0.21
H 2.48 3.43 -2.00
H 3.17 4.23 -0.65
H 3.44 5.42 -2.93
H 2.95 6.43 -1.58
H 1.22 2.84 2.69
H 3.69 2.59 0.97
H 2.88 1.41 1.92
H 4.80 2.17 3.25
H 3.36 2.84 4.00
H 5.50 4.24 2.38
H 4.74 4.77 3.87
H 3.81 5.07 1.02
H 3.71 6.23 2.33
H 1.46 5.46 1.79
H 1.90 4.89 3.37
H -0.88 2.53 1.99
H -1.92 2.26 -0.35
H -2.34 3.94 -0.24
H -3.32 1.63 1.46
H -4.25 2.93 0.72
H -2.72 2.94 3.33
H -4.29 3.62 2.98
H -2.67 5.47 3.27
H -3.13 5.39 1.58
H -0.49 4.71 2.87
H -0.81 5.50 1.33
Te 3.03 0.47 -1.39
N -0.22 -2.26 -3.07
C -0.01 -1.41 -3.84
N 0.24 -0.47 -4.72
C 1.17 0.64 -4.50
C 2.16 0.69 -5.67
C 1.66 -0.11 -6.87
C 0.17 0.15 -7.09
C -0.66 -0.31 -5.86
H 1.67 0.50 -3.54
H 0.57 1.56 -4.42
H 3.13 0.32 -5.33
H 2.31 1.74 -5.96
H 1.81 -1.18 -6.67
H 2.23 0.13 -7.77
H -0.19 -0.37 -7.98
H 0.01 1.22 -7.26
H -1.15 -1.26 -6.05
H -1.43 0.43 -5.61
C -1.37 -4.80 -1.15
Si 0.07 -4.91 0.06
C 0.74 -6.67 0.01
C -0.72 -4.74 1.77
As 1.56 -3.12 -0.37
Si 2.68 -4.11 -2.20
C 3.45 -2.80 -3.25
C 1.53 -5.11 -3.31
C 4.06 -5.32 -1.79
Si 3.01 -3.40 1.50
C 2.04 -3.61 3.10
C 4.24 -4.83 1.53
C 3.96 -1.81 1.66
H -2.10 -5.57 -0.85
H -1.08 -4.96 -2.19
H -1.84 -3.82 -1.10
H -0.10 -7.37 0.16
H 1.46 -6.82 0.82
H 1.23 -6.93 -0.93
H -1.77 -5.05 1.67
H -0.70 -3.73 2.17
H -0.24 -5.39 2.50
H 2.72 -2.08 -3.63
H 3.94 -3.31 -4.09
H 4.18 -2.19 -2.71
H 0.56 -4.63 -3.45
H 1.39 -6.14 -2.98
H 2.04 -5.12 -4.28
H 4.91 -4.84 -1.30
H 4.40 -5.70 -2.76
H 3.75 -6.17 -1.18
H 1.65 -4.62 3.23
H 1.23 -2.89 3.22
H 2.78 -3.42 3.89
H 3.81 -5.80 1.27
H 4.61 -4.88 2.56
H 5.09 -4.65 0.87
H 3.27 -0.98 1.81
H 4.53 -1.55 0.77
H 4.62 -1.90 2.53

Summary:
* E_LUMO (alpha / beta): 4.1 / 4.1 eV
* 2S+1: 5
* largest force on an atom: 1.16 eV Å⁻¹
* molar mass: 1045.790 Da
* frontier orbital gap (alpha / beta): 3.8 / 4.1 eV
* charge: -2
* energy above the lowest of the compared OMol25 structures with the same formula, charge and spin: 0.957 eV